Computed, not measured: C3H4NOP in the gas phase in a non-equilibrium geometry, with ωB97M-V/def2-TZVPD.

```
10
Properties=species:S:1:pos:R:3:forces:R:3:nbo_charge:R:1
P 1.84362 -0.08521 0.42635 0.9 2.1 0.2 0.332
C 0.06870 -0.10057 0.27148 -3.1 0.4 0.1 -0.102
C -0.81718 -1.13757 0.24626 1.1 -1.5 0.0 -0.099
N -2.11102 -0.73402 0.26423 -0.3 0.4 -0.2 -0.472
C -2.03783 0.54846 0.29876 -0.9 -0.7 0.3 0.333
O -0.81670 1.08076 0.35976 1.3 -1.4 -0.5 -0.417
H 2.10025 1.14007 -0.37469 -0.3 -1.0 0.8 0.007
H 2.10955 -0.87868 -0.66190 0.0 -0.7 -0.7 -0.008
H -0.70091 -2.24107 0.22618 0.7 1.1 0.0 0.223
H -2.99747 1.03788 0.29834 0.5 1.3 0.1 0.203
```
Positions in Å, forces in eV/Å.

Values from the calculation:
**Charge**: 0
**HOMO**: -8.8727 eV
**DFT total energy**: -588.0044 Eh
**HOMO-LUMO gap**: 9.80 eV
**SMILES**: Pc1cnco1